#w
C2H6O2S2 | ωB97M-V/def2-TZVPD

ORCA input file:
```
! RIJCOSX wB97M-V def2-TZVPD def2/J DEFGRID3
* xyz 0 1
O 1.43 -0.95 2.23
C 1.49 -1.84 1.44
O 1.56 -1.63 0.12
H 1.38 -2.90 1.69
H 1.78 -0.69 -0.01
C -0.23 2.03 0.53
S -1.19 0.54 0.03
S -0.79 0.42 -1.99
H -0.28 2.83 -0.19
H -0.55 2.24 1.56
H 0.76 1.61 0.71
H -2.01 0.24 -2.51
*
```

## Properties
SMILES string = O=CO.CSS
orbital gap = 9.1 eV

#x
C2H6O2S2 | ωB97M-V/def2-TZVPD

ORCA input file:
```
! RIJCOSX wB97M-V def2-TZVPD def2/J DEFGRID3
* xyz 0 1
O 2.37 2.13 -2.16
C 2.12 2.37 -1.03
O 0.84 2.68 -0.62
H 2.86 2.39 -0.22
H 0.43 1.84 -0.32
C -1.76 -2.36 0.22
S -0.41 -1.19 -0.19
S -0.54 0.26 1.20
H -1.67 -2.54 1.28
H -2.70 -1.96 -0.14
H -1.54 -3.30 -0.29
H 0.00 -0.32 2.27
*
```

## Properties
SMILES string = O=CO.CSS
orbital gap = 9.9 eV

Which structure is most stable? #w, by 21.5 kJ/mol over the runner-up.

#w
CH4O2P2 | ωB97M-V/def2-TZVPD

ORCA input file:
```
! RIJCOSX wB97M-V def2-TZVPD def2/J DEFGRID3
* xyz 0 1
O -1.05 0.86 -3.08
P -1.19 0.49 -1.72
O 0.28 -0.06 -1.34
C 0.64 -0.21 0.09
P -0.60 0.36 1.33
H 1.09 -1.31 0.31
H 1.55 0.52 0.32
H 0.42 0.22 2.41
H -1.13 -0.86 1.68
*
```

## Properties
SMILES string = O=POCP
orbital gap = 9.8 eV

#x
CH4O2P2 | ωB97M-V/def2-TZVPD

ORCA input file:
```
! RIJCOSX wB97M-V def2-TZVPD def2/J DEFGRID3
* xyz 0 1
C 0.65 -0.45 1.23
P -0.45 -0.78 0.05
P -0.61 1.33 -1.14
O -1.15 1.72 -2.41
O 0.56 1.82 -0.33
H 1.58 -0.18 0.98
H 0.49 -0.41 2.23
H -1.25 -1.73 0.42
H 0.20 -1.31 -1.05
*
```

## Properties
SMILES string = C=[PH2]P(=O)=O
orbital gap (alpha / beta) = 7.3 / 7.3 eV

#y
CH4O2P2 | ωB97M-V/def2-TZVPD

ORCA input file:
```
! RIJCOSX wB97M-V def2-TZVPD def2/J DEFGRID3
* xyz 0 1
C 0.65 -0.13 0.36
O 3.51 -0.82 -2.60
O 2.30 -1.03 -0.61
P 2.31 -0.23 -1.94
P -0.43 -0.26 -1.05
H 0.52 -0.89 1.19
H 1.27 0.64 0.59
H -1.02 0.97 -1.05
H -1.48 -0.89 -0.48
*
```

## Properties
orbital gap (alpha / beta) = 7.9 / 7.9 eV

Which structure is most stable? #w, by 176.2 kJ/mol over the runner-up.

#w
C4H6OS2 | ωB97M-V/def2-TZVPD

ORCA input file:
```
! RIJCOSX wB97M-V def2-TZVPD def2/J DEFGRID3
* xyz 0 1
C -2.47 0.39 0.28
C -0.24 1.18 0.55
C 0.30 -0.11 0.36
C -0.36 -0.98 -0.80
O -2.21 -2.17 0.77
S -3.81 1.13 0.26
S -2.14 -1.33 -0.45
H -0.43 1.78 -0.36
H -0.08 1.72 1.52
H 1.38 -0.07 -0.08
H 0.41 -0.53 1.32
H -0.22 -0.45 -1.72
H 0.13 -1.92 -1.07
*
```

## Properties
orbital gap (alpha / beta) = 7.1 / 7.1 eV

#x
C4H6OS2 | ωB97M-V/def2-TZVPD

ORCA input file:
```
! RIJCOSX wB97M-V def2-TZVPD def2/J DEFGRID3
* xyz 0 1
C 1.34 0.31 0.69
C 0.03 0.93 0.00
C -2.02 0.61 -0.56
C -0.07 -0.46 0.70
H 1.89 -0.25 -1.68
H 1.55 0.65 1.77
H 0.19 0.53 -1.08
H -1.53 0.65 -1.79
H -3.39 0.77 -0.65
H -0.52 -0.05 1.70
O -1.29 1.57 0.22
S 2.54 -0.17 -0.32
S -1.51 -1.27 0.01
*
```

## Properties
orbital gap = 9.0 eV

#y
C4H6OS2 | ωB97M-V/def2-TZVPD

ORCA input file:
```
! RIJCOSX wB97M-V def2-TZVPD def2/J DEFGRID3
* xyz 0 1
C 0.36 -1.18 1.01
C -0.95 -0.71 0.63
S -1.32 0.87 1.36
C -0.98 0.58 -0.36
C 0.32 1.13 -1.10
O 1.09 1.89 -0.18
S 0.57 0.98 -2.73
H 0.60 -1.88 0.05
H 1.01 -0.36 1.04
H 0.48 -2.03 1.82
H -1.60 -1.51 0.46
H -1.75 0.41 -1.35
H 2.17 1.81 -0.64
*
```

## Properties
SMILES string = C[C@H]1S[C@H]1C(O)=S
orbital gap = 8.8 eV

Which structure is most stable? #y, by 143.3 kJ/mol over the runner-up.

#w
C5H7NO3 | ωB97M-V/def2-TZVPD

ORCA input file:
```
! RIJCOSX wB97M-V def2-TZVPD def2/J DEFGRID3
* xyz 0 1
C -1.17 -1.10 0.54
C 0.05 -0.25 0.23
C 0.96 -0.07 1.44
O 0.84 -0.84 -0.83
C 0.51 -0.08 -1.87
O 0.61 -0.40 -3.02
N 0.25 1.30 -1.49
C -0.33 1.29 -0.28
O -0.95 2.09 0.34
H -0.87 -2.07 0.93
H -1.79 -1.24 -0.35
H -1.77 -0.60 1.30
H 1.85 0.49 1.17
H 1.26 -1.05 1.82
H 0.42 0.46 2.22
H 0.15 2.06 -2.15
*
```

## Properties
SMILES string = CC1(C)OC(=O)NC1=O
orbital gap = 11.0 eV

#x
C5H7NO3 | ωB97M-V/def2-TZVPD

ORCA input file:
```
! RIJCOSX wB97M-V def2-TZVPD def2/J DEFGRID3
* xyz 0 1
C -1.88 0.61 -0.23
N 1.14 0.66 -0.66
C 1.49 -0.22 0.37
C 0.33 -0.44 -1.03
C 0.70 0.26 1.79
C -0.93 -0.53 -0.44
O 0.79 -1.39 -1.90
O 2.38 -1.03 0.59
O 0.46 1.43 1.97
H 1.70 -1.61 -1.63
H 0.67 1.51 -0.34
H 0.98 -0.42 2.61
H -1.40 -1.50 -0.56
H -2.61 0.59 -1.04
H -2.43 0.48 0.71
H -1.41 1.59 -0.23
*
```

## Properties
orbital gap = 9.2 eV

#y
C5H7NO3 | ωB97M-V/def2-TZVPD

ORCA input file:
```
! RIJCOSX wB97M-V def2-TZVPD def2/J DEFGRID3
* xyz 0 1
C -1.19 0.04 -1.49
N -0.82 -0.57 -0.23
C 1.29 0.71 -0.04
C -2.00 0.45 1.27
C 0.46 -0.48 0.30
C 0.95 -1.40 1.14
O 2.17 1.00 0.92
O 1.22 1.36 -1.06
O -1.94 1.57 1.02
H 2.70 1.77 0.66
H -1.22 -1.49 -0.08
H -2.23 -0.21 -1.69
H -1.10 1.12 -1.42
H -0.57 -0.31 -2.32
H 1.91 -1.28 1.61
H 0.38 -2.28 1.39
*
```

## Properties
orbital gap = 9.2 eV

Which structure is most stable? #w, by 174.4 kJ/mol over the runner-up.

#w
C5H7NO3 | ωB97M-V/def2-TZVPD

ORCA input file:
```
! RIJCOSX wB97M-V def2-TZVPD def2/J DEFGRID3
* xyz 0 1
C 2.04 -1.63 1.61
C 1.11 -0.74 0.72
C -1.16 -0.56 -0.07
C -1.36 0.92 0.45
C -0.85 1.23 -1.00
H 1.60 -1.65 2.59
H 3.02 -1.21 1.83
H 2.07 -2.64 1.18
H -2.00 -1.27 -0.03
H -2.41 1.15 0.58
H -0.68 1.35 1.24
H -0.22 -0.58 -2.06
N -0.83 -0.09 -1.39
O 1.40 0.29 0.18
O -0.15 -1.30 0.58
O -0.54 2.27 -1.50
*
```

## Properties
orbital gap = 10.5 eV

#x
C5H7NO3 | ωB97M-V/def2-TZVPD

ORCA input file:
```
! RIJCOSX wB97M-V def2-TZVPD def2/J DEFGRID3
* xyz 0 1
C 0.17 1.83 -0.18
C 1.30 1.41 -1.08
C -0.63 0.85 0.22
C -0.51 -0.52 -0.34
C -0.43 -1.45 0.85
N -1.22 -2.42 1.10
O 1.97 2.60 -1.32
O -1.65 0.93 1.05
O 0.02 3.09 0.19
H -1.33 -0.77 -1.04
H 0.37 -0.69 -0.87
H 0.51 -1.22 1.37
H -1.89 -0.03 1.29
H -0.95 -2.95 1.84
H 2.76 2.35 -1.77
H 0.63 3.65 -0.22
*
```

## Properties
orbital gap = 9.0 eV

#y
C5H7NO3 | ωB97M-V/def2-TZVPD

ORCA input file:
```
! RIJCOSX wB97M-V def2-TZVPD def2/J DEFGRID3
* xyz 0 1
C 2.15 1.00 0.85
C 1.79 -0.06 0.16
C -1.19 0.12 -0.53
C -1.41 -1.39 -0.59
C 0.20 -0.21 -0.91
N 0.69 0.28 -2.19
O 0.41 1.45 -2.45
O 1.50 -0.40 -2.80
O -0.03 -1.60 -0.85
H 3.09 0.79 1.30
H 1.66 1.84 1.18
H 2.25 -1.08 0.12
H -1.53 0.79 -1.35
H -1.35 0.66 0.43
H -1.58 -1.83 0.32
H -2.09 -1.86 -1.30
*
```

## Properties
orbital gap = 9.9 eV

Which structure is most stable? #w, by 345.9 kJ/mol over the runner-up.

#w
C5H9N2S | ωB97M-V/def2-TZVPD

ORCA input file:
```
! RIJCOSX wB97M-V def2-TZVPD def2/J DEFGRID3
* xyz 1 1
C 1.60 -0.54 0.71
C -0.48 1.19 -1.30
C -0.68 1.28 0.12
C -0.91 -0.03 -0.45
C -2.33 -0.56 -0.48
N 1.49 0.70 1.00
N 2.60 -1.35 1.04
S 0.35 -1.33 -0.27
H -1.15 1.74 -1.94
H 0.52 1.13 -1.72
H -1.09 1.94 0.86
H -2.69 -0.54 -1.51
H -2.99 0.06 0.13
H -2.38 -1.58 -0.11
H 2.12 1.20 1.61
H 3.39 -1.02 1.58
H 2.63 -2.31 0.72
*
```

## Properties
orbital gap = 7.9 eV

#x
C5H9N2S | ωB97M-V/def2-TZVPD

ORCA input file:
```
! RIJCOSX wB97M-V def2-TZVPD def2/J DEFGRID3
* xyz 1 1
C -2.16 1.22 -0.52
N -0.99 0.65 0.09
C 0.06 1.39 -0.02
N 1.24 0.69 0.18
C 1.02 -0.64 0.55
C 1.92 -1.75 0.00
S -0.02 -0.88 2.03
C -0.82 -0.67 0.41
H -3.13 0.74 -0.21
H -2.09 2.27 -0.34
H -2.10 1.10 -1.58
H 0.07 2.46 -0.25
H 2.24 0.99 0.07
H 1.89 -1.82 -1.15
H 1.39 -2.66 0.30
H 2.85 -1.70 0.60
H -1.37 -1.39 -0.14
*
```

## Properties
SMILES string = CN1C=[NH+][C@@]2(C)S[C@@H]12
orbital gap = 9.9 eV

#y
C5H9N2S | ωB97M-V/def2-TZVPD

ORCA input file:
```
! RIJCOSX wB97M-V def2-TZVPD def2/J DEFGRID3
* xyz 1 1
C -0.85 -0.18 0.74
C 0.20 1.15 -1.07
C 1.19 -1.09 -0.24
C -1.07 1.86 -0.41
C 0.96 -1.99 0.98
N 0.63 0.25 0.04
N -1.55 0.86 0.55
S -0.91 -1.72 1.39
H 0.04 0.66 -2.06
H 0.86 1.93 -1.22
H 2.23 -0.99 -0.35
H 0.76 -1.72 -1.01
H -0.76 2.74 0.14
H -1.93 2.12 -1.03
H 1.20 -3.10 0.81
H 1.44 -1.49 1.77
H -2.42 0.71 0.96
*
```

## Properties
orbital gap = 10.5 eV

Which structure is most stable? #y, by 15.7 kJ/mol over the runner-up.